Entry 1:
Here is an isolated molecule of C2H6N2O at a distorted geometry from the Open Molecules 2025 dataset. Energies are from the ωB97M-V functional and the def2-TZVPD basis.

Geometry as XYZ:
```
11
C2H6N2O | the Open Molecules 2025 dataset | the ωB97M-V functional and the def2-TZVPD basis
N -1.185 -0.488 -1.358
C -0.575 0.372 -0.375
N 0.730 -0.046 0.128
C 0.941 -0.016 1.485
O 0.191 0.432 2.322
H -0.790 -0.320 -2.280
H -0.988 -1.456 -1.113
H -1.237 0.505 0.480
H -0.531 1.419 -0.706
H 1.567 0.090 -0.415
H 1.876 -0.491 1.832
```

- E_tot: -264.553993 a.u.
- Spin multiplicity: 1
- E_HOMO: -9.58 eV
- F_max: 1.3 eV/Å
- Frontier orbital gap: 10.433 eV
- LUMO: 0.85 eV
- Total charge: 0

Entry 2:
Here is a structure of composition C43H58NO4P3PdSi at a distorted geometry from the Open Molecules 2025 dataset. Energies are from the ωB97M-V functional and the def2-TZVPD basis.

Geometry as XYZ:
```
111
C43H58NO4P3PdSi | the Open Molecules 2025 dataset | the ωB97M-V functional and the def2-TZVPD basis
Pd -0.044 -0.268 0.084
C -1.167 -1.924 4.343
C -1.614 -2.441 2.975
C -2.841 -3.326 3.166
P -1.715 -1.037 1.700
C -3.214 -1.303 0.610
C -2.961 -2.558 -0.231
C -4.602 -1.256 1.234
C -2.000 0.481 2.700
C -2.983 0.483 3.687
C -3.132 1.560 4.541
C -2.295 2.656 4.415
C -1.330 2.672 3.425
C -1.155 1.596 2.563
Si 0.262 1.712 1.263
C 0.038 3.189 0.095
C 0.761 4.365 0.267
C 0.577 5.437 -0.583
C -0.342 5.350 -1.616
C -1.054 4.179 -1.812
C -0.856 3.086 -0.975
P -1.764 1.505 -1.148
C -3.494 2.285 -1.428
C -4.126 2.137 -2.807
C -4.472 1.780 -0.370
C -1.023 0.803 -2.732
C -1.392 -0.680 -2.809
C -1.208 1.507 -4.070
C 2.092 1.694 1.806
C 2.565 2.376 2.920
C 3.901 2.321 3.279
C 4.774 1.532 2.549
C 4.319 0.841 1.438
C 2.988 0.923 1.046
P 2.386 0.271 -0.558
C 2.917 1.841 -1.499
C 4.425 2.017 -1.654
C 2.275 1.999 -2.877
C 3.650 -1.023 -1.084
C 3.097 -1.698 -2.336
C 3.955 -2.095 -0.036
H -0.639 -2.708 4.878
H -2.028 -1.631 4.939
H -0.503 -1.068 4.268
H -0.822 -3.074 2.556
H -3.669 -2.764 3.591
H -2.581 -4.111 3.874
H -3.154 -3.810 2.246
H -3.121 -0.437 -0.065
H -3.353 -3.452 0.244
H -1.887 -2.702 -0.377
H -3.436 -2.473 -1.207
H -4.820 -2.145 1.815
H -5.351 -1.188 0.445
H -4.708 -0.378 1.868
H -3.628 -0.375 3.800
H -3.888 1.537 5.312
H -2.388 3.489 5.093
H -0.689 3.534 3.315
H 1.463 4.433 1.084
H 1.140 6.345 -0.434
H -0.501 6.193 -2.270
H -1.764 4.136 -2.626
H -3.327 3.347 -1.226
H -4.175 1.094 -3.115
H -3.590 2.705 -3.562
H -5.147 2.520 -2.765
H -4.828 0.784 -0.618
H -5.337 2.443 -0.330
H -4.009 1.764 0.616
H 0.044 0.842 -2.461
H -2.471 -0.820 -2.872
H -1.003 -1.199 -1.913
H -0.937 -1.132 -3.690
H -2.188 1.310 -4.493
H -0.465 1.126 -4.771
H -1.060 2.581 -3.988
H 1.875 2.951 3.519
H 4.251 2.866 4.142
H 5.813 1.462 2.837
H 5.018 0.230 0.885
H 2.544 2.646 -0.855
H 4.804 1.364 -2.437
H 4.966 1.835 -0.729
H 4.622 3.046 -1.955
H 2.322 1.071 -3.442
H 2.807 2.759 -3.447
H 1.244 2.324 -2.792
H 4.577 -0.493 -1.324
H 2.187 -2.236 -2.072
H 3.820 -2.411 -2.729
H 2.850 -0.978 -3.117
H 3.240 -2.912 -0.095
H 3.927 -1.704 0.977
H 4.945 -2.514 -0.216
O 1.401 -4.300 1.248
C 1.338 -3.077 1.331
O 0.760 -2.361 0.450
C 1.979 -2.399 2.532
C 2.978 -3.064 3.250
C 3.564 -2.480 4.354
C 3.138 -1.213 4.772
C 2.123 -0.556 4.080
C 1.569 -1.144 2.965
N 3.721 -0.577 5.900
O 3.374 0.575 6.168
O 4.553 -1.203 6.552
H 3.283 -4.043 2.912
H 4.348 -2.981 4.902
H 1.794 0.408 4.435
H 0.773 -0.640 2.432
```

- E_tot: -3470.450184 a.u.
- Spin multiplicity: 1
- E_HOMO: -6.66 eV
- F_max: 2.0 eV/Å
- Frontier orbital gap: 6.334 eV
- LUMO: -0.32 eV
- Total charge: 0

Entry 3:
Here is a structure of composition C35H33CaClN4S2Si2 at a distorted geometry from the Open Molecules 2025 dataset. Energies are from the ωB97M-V functional and the def2-TZVPD basis.

Geometry as XYZ:
```
78
C35H33CaClN4S2Si2 | the Open Molecules 2025 dataset | the ωB97M-V functional and the def2-TZVPD basis
C -1.566 -0.899 0.407
C -2.318 -0.534 -0.741
C -2.384 -1.676 -1.579
H -2.826 0.418 -0.910
C -1.623 -2.723 -0.980
C -1.114 -2.236 0.246
H -0.540 -2.803 0.969
H -1.449 -0.293 1.302
H -2.975 -1.768 -2.488
H -1.533 -3.742 -1.362
Ca 0.408 -0.691 -1.426
Si 2.656 2.327 -4.764
C 1.342 3.648 -4.642
C 1.106 4.470 -5.749
H 1.814 4.478 -6.584
C -0.052 5.254 -5.804
H -0.231 5.891 -6.671
C -0.984 5.195 -4.765
H -1.901 5.783 -4.824
C -0.737 4.401 -3.642
H -1.474 4.341 -2.837
C 0.457 3.683 -3.541
H 0.683 3.103 -2.636
C 1.652 0.697 -4.490
C 0.256 0.651 -4.238
H -0.366 1.532 -4.422
C -0.477 -0.535 -3.946
H -1.564 -0.493 -3.838
C 0.219 -1.787 -3.796
H -0.290 -2.708 -3.515
C 1.580 -1.777 -4.218
H 2.125 -2.708 -4.291
C 2.182 -0.597 -4.716
H 3.155 -0.701 -5.175
H 3.370 2.482 -3.492
Si 0.344 -1.107 -5.578
C 0.467 -2.470 -6.933
C -0.427 -2.460 -8.012
H -1.289 -1.794 -7.997
C -0.193 -3.248 -9.143
H -0.857 -3.167 -10.012
C 0.899 -4.134 -9.160
H 1.075 -4.765 -10.030
C 1.742 -4.223 -8.043
H 2.571 -4.938 -8.018
C 1.530 -3.386 -6.940
H 2.224 -3.458 -6.103
C -0.122 0.260 -6.916
C -1.372 0.874 -6.917
H -2.173 0.515 -6.270
C -1.600 1.981 -7.743
H -2.582 2.454 -7.751
C -0.561 2.484 -8.527
H -0.722 3.371 -9.140
C 0.685 1.859 -8.534
H 1.501 2.254 -9.143
C 0.900 0.735 -7.731
H 1.881 0.259 -7.738
H 3.644 2.678 -5.735
Cl 2.597 0.601 -1.616
N -0.986 2.960 -0.171
C -0.106 2.375 0.654
N 0.393 1.166 0.535
C 1.277 0.888 1.579
C 1.400 1.914 2.508
S 0.458 3.281 2.071
C 1.974 -0.369 1.606
C 2.972 -0.722 2.502
S 3.612 -2.294 2.169
C 2.473 -2.408 0.823
N 1.697 -1.362 0.654
N 2.501 -3.518 0.057
H -1.308 3.891 0.073
H -1.354 2.468 -0.975
H 2.014 1.843 3.396
H 3.314 -0.075 3.305
H 3.160 -4.233 0.323
H 1.802 -3.685 -0.655
```

- E_tot: -4085.634431 a.u.
- Spin multiplicity: 1
- E_HOMO (spin up / spin down): -6.29 / -6.24 eV
- F_max: 6.0 eV/Å
- Frontier orbital gap (spin up / spin down): 6.001 / 5.944 eV
- LUMO (spin up / spin down): -0.29 / -0.30 eV
- Total charge: 0

Entry 4:
Here is a structure of composition C46H40BrFeN4O5P at a distorted geometry from the Open Molecules 2025 dataset. Energies are from the ωB97M-V functional and the def2-TZVPD basis.

Geometry as XYZ:
```
98
C46H40BrFeN4O5P | the Open Molecules 2025 dataset | the ωB97M-V functional and the def2-TZVPD basis
Fe -1.077 0.118 0.592
C -0.498 3.415 -4.321
C -0.386 3.513 -2.955
N -0.975 2.631 -2.113
C -1.762 1.644 -2.679
C -1.943 1.487 -4.023
C -1.285 2.453 -4.884
C -2.735 0.400 -4.509
C -3.300 -0.472 -3.619
C -3.244 -0.208 -2.221
C -2.509 0.841 -1.770
N -2.349 1.137 -0.411
C -2.538 2.427 0.010
C -3.626 3.206 -0.310
C -3.799 4.494 0.187
C -2.830 5.061 0.940
C -1.645 4.322 1.263
C -0.526 4.839 1.966
C 0.496 3.998 2.342
C 0.418 2.641 2.022
N -0.555 2.163 1.254
C -1.568 2.932 0.890
H 0.084 4.096 -4.956
H 0.122 4.393 -2.557
H -1.384 2.345 -5.973
H -2.828 0.324 -5.586
H -3.778 -1.409 -3.966
H -3.730 -0.872 -1.493
H -4.468 2.732 -0.868
H -4.724 5.059 0.020
H -2.994 6.064 1.393
H -0.458 5.890 2.203
H 1.311 4.279 3.006
H 1.124 1.899 2.405
C -3.340 -1.869 1.136
O -1.977 -1.781 0.611
C -1.256 -3.009 0.645
C -1.161 -3.754 1.960
O -0.464 -3.110 2.950
C -0.364 -3.879 4.197
H -3.436 -1.761 2.195
H -3.835 -2.790 0.721
H -3.828 -0.978 0.654
H -0.253 -2.771 0.280
H -1.776 -3.706 -0.056
H -0.656 -4.691 1.655
H -2.174 -4.143 2.260
H -1.367 -4.180 4.525
H 0.159 -3.244 4.886
H 0.196 -4.800 4.100
Br -1.783 0.232 8.269
C -0.665 0.106 6.801
C 0.732 -0.121 7.003
N 1.565 -0.238 5.963
C 1.014 -0.192 4.744
C -0.354 -0.008 4.510
C -1.211 0.219 5.549
C -0.736 -0.021 3.067
O 0.162 -0.269 2.189
O -1.861 0.330 2.703
H 1.204 -0.141 7.954
H 1.655 -0.232 3.868
H -2.274 0.337 5.450
O 0.321 -0.448 -0.728
P 1.597 -0.844 -1.414
C 2.449 -2.042 -0.358
C 2.770 -1.574 0.889
C 3.386 -2.445 1.808
C 3.608 -3.792 1.469
C 3.379 -4.205 0.165
C 2.733 -3.365 -0.753
C 2.659 0.620 -1.534
C 3.899 0.511 -2.215
C 4.716 1.630 -2.213
C 4.362 2.809 -1.546
C 3.151 2.859 -0.894
C 2.275 1.812 -0.959
C 1.375 -1.566 -3.061
C 2.391 -2.133 -3.806
C 2.118 -2.632 -5.039
C 0.874 -2.473 -5.619
C -0.137 -1.858 -4.897
C 0.090 -1.389 -3.592
H 2.507 -0.601 1.209
H 3.558 -2.064 2.857
H 3.942 -4.521 2.226
H 3.620 -5.235 -0.163
H 2.433 -3.742 -1.706
H 4.173 -0.364 -2.758
H 5.601 1.565 -2.781
H 4.940 3.697 -1.668
H 2.890 3.811 -0.469
H 1.300 1.857 -0.559
H 3.408 -2.272 -3.436
H 2.870 -3.164 -5.605
H 0.667 -3.020 -6.549
H -1.136 -1.809 -5.343
H -0.748 -0.988 -3.025
```

- E_tot: -6551.086158 a.u.
- Spin multiplicity: 6
- E_HOMO (spin up / spin down): -10.12 / -10.16 eV
- F_max: 2.9 eV/Å
- Frontier orbital gap (spin up / spin down): 7.807 / 6.532 eV
- LUMO (spin up / spin down): -2.31 / -3.63 eV
- Total charge: +1

Entry 5:
Here is a cluster of 2 separate species, C8H18N4O3S in total at a distorted geometry from the Open Molecules 2025 dataset. Energies are from the ωB97M-V functional and the def2-TZVPD basis.

Geometry as XYZ:
```
34
C8H18N4O3S | the Open Molecules 2025 dataset | the ωB97M-V functional and the def2-TZVPD basis
C 4.257 0.749 1.972
N 3.416 -0.182 1.158
C 2.092 -0.174 1.325
N 1.271 0.595 2.193
C -0.074 0.185 2.004
C -1.400 0.640 2.699
N 0.033 -0.810 0.991
S -1.266 -1.757 0.301
C -1.364 -3.290 1.368
O -2.562 -1.016 0.292
O -0.968 -2.120 -1.136
N 1.289 -1.066 0.547
H 5.246 0.947 1.473
H 4.456 0.325 3.008
H 3.662 1.711 2.049
H 3.812 -0.846 0.488
H -2.200 0.922 1.954
H -1.784 -0.269 3.276
H -1.229 1.438 3.491
H -2.422 -3.455 1.714
H -0.901 -4.167 0.829
H -0.735 -3.103 2.302
H 1.615 -1.736 -0.152
C -1.211 0.239 -3.295
C -0.744 1.603 -2.744
C -1.769 2.682 -3.148
O 0.431 1.908 -3.312
H -1.304 0.237 -4.385
H -0.520 -0.559 -3.013
H -2.198 -0.023 -2.884
H -0.808 1.521 -1.633
H -1.875 2.765 -4.234
H -1.485 3.665 -2.759
H -2.762 2.443 -2.739
```

- E_tot: -1158.266525 a.u.
- Spin multiplicity: 1
- E_HOMO: -4.36 eV
- F_max: 7.4 eV/Å
- Frontier orbital gap: 2.875 eV
- LUMO: -1.49 eV
- Total charge: 0

Entry 6:
Here is a cluster of 2 separate species, C4H9INO in total at a distorted geometry from the Open Molecules 2025 dataset. Energies are from the ωB97M-V functional and the def2-TZVPD basis.

Geometry as XYZ:
```
16
C4H9INO | the Open Molecules 2025 dataset | the ωB97M-V functional and the def2-TZVPD basis
C 1.578 1.079 0.635
C -0.924 1.318 -0.178
C 1.091 -0.804 -1.535
C 0.220 0.517 0.333
N -0.066 -0.678 1.147
O 2.186 0.563 1.546
I 2.302 2.754 -0.432
H -1.803 0.781 -0.624
H -0.582 2.118 -0.871
H -1.040 1.886 0.752
H 0.618 -0.546 -2.453
H 0.666 -1.787 -1.124
H 2.127 -0.618 -1.490
H -0.025 -1.567 0.615
H -1.014 -0.547 1.499
H 0.661 -0.514 1.984
```

- E_tot: -585.114334 a.u.
- Spin multiplicity: 1
- E_HOMO (spin up / spin down): -13.51 / -13.49 eV
- F_max: 6.1 eV/Å
- Frontier orbital gap (spin up / spin down): 8.235 / 8.301 eV
- LUMO (spin up / spin down): -5.28 / -5.19 eV
- Total charge: +1